[1]
C39H93B3N4O8 | the ωB97M-V functional and the def2-TZVPD basis

Each atom is followed by the atoms it is bonded to, with distances in Å.
CARTESIAN COORDINATES (ANGSTROEM)
1 O 4.229 -1.030 5.816  C22 1.413, C131 1.412
2 H -7.069 0.203 2.894  C9 1.092
3 H 4.144 2.937 2.363  C132 1.099
4 H -9.829 -1.863 -1.942  C88 1.095
5 H -0.543 -4.317 2.853  C66 1.091
6 H 0.618 -4.093 1.540  C66 1.089
7 H -8.421 -3.499 -2.384  C138 1.099
8 H 5.472 -2.503 5.197  C131 1.090
9 C -6.648 -0.645 2.351  H2 1.092, C93 1.537, H99 1.093, H128 1.094
10 C 1.023 -3.783 -2.743  H43 1.094, C118 1.523, C126 1.527, H141 1.096
11 C -5.417 -0.818 0.142  H19 1.096, H21 1.096, H45 1.092, C93 1.533
12 C -2.988 0.394 2.259  C32 1.540, H39 1.095, H105 1.099, B123 1.566
13 H 2.994 5.591 -6.900  C110 1.093
14 H -0.655 -6.839 -0.477  N75 1.015
15 H -4.299 -0.971 3.319  C32 1.094
16 N -6.707 -1.941 -4.926  H41 1.015, C95 1.463, H96 1.016
17 H 1.373 -2.275 -1.202  C126 1.095
18 H -1.558 -6.625 4.303  C73 1.095
19 H -5.272 -1.904 0.162  C11 1.096
20 C 2.933 4.017 -1.957  C26 1.534, H42 1.098, H60 1.097, C130 1.537
21 H -4.642 -0.373 -0.492  C11 1.096
22 C 3.115 -0.792 6.652  O1 1.413, C35 1.532, H63 1.094, H82 1.099
23 H -1.086 4.856 -2.097  C24 1.097
24 C -0.957 3.907 -1.562  H23 1.097, C76 1.540, H83 1.095, C134 1.530
25 H 0.370 2.670 -2.719  C134 1.100
26 C 3.239 3.339 -0.616  C20 1.534, H33 1.097, C121 1.537, H129 1.097
27 H -9.458 -0.557 -3.090  C88 1.093
28 H -2.076 2.749 -3.029  C76 1.094
29 O -1.809 -0.769 0.297  B123 1.386, B127 1.383
30 H 5.271 1.475 -0.057  C52 1.096
31 H 4.305 0.701 3.584  C109 1.092
32 C -4.087 -0.685 2.284  C12 1.540, H15 1.094, H36 1.096, C93 1.545
33 H 2.538 3.705 0.144  C26 1.097
34 O -1.567 -7.570 2.456  C37 1.415, C73 1.412
35 C 3.442 -0.057 7.957  C22 1.532, H61 1.095, N89 1.463, C106 1.524
36 H -3.700 -1.582 1.789  C32 1.096
37 C -1.993 -6.378 1.824  O34 1.415, C58 1.532, H125 1.099, H145 1.093
38 H 5.754 1.664 3.462  C109 1.097
39 H -3.414 1.380 2.470  C12 1.095
40 H 2.388 9.500 -5.296  C55 1.095
41 H -5.761 -2.128 -4.609  N16 1.015
42 H 3.222 3.342 -2.773  C20 1.098
43 H 1.252 -4.844 -2.876  C10 1.094
44 H -8.972 -3.049 -6.008  C59 1.089
45 H -6.378 -0.632 -0.343  C11 1.092
46 H 5.075 0.888 7.215  N89 1.016
47 H 4.292 8.390 -6.610  C57 1.091
48 H 3.044 7.657 -7.628  C57 1.091
49 H 0.735 -5.510 2.573  C66 1.091
50 H 5.777 -1.970 6.857  C131 1.093
51 H 5.172 -1.092 8.764  C106 1.091
52 C 5.230 2.329 0.629  H30 1.096, C121 1.528, C132 1.530, H140 1.097
53 H 5.362 -0.532 0.231  C78 1.095
54 H 1.269 5.321 -1.512  C130 1.099
55 C 2.281 8.529 -5.791  H40 1.095, C57 1.524, N64 1.463, C136 1.532
56 H 0.288 -7.213 0.775  N75 1.016
57 C 3.262 8.490 -6.958  H47 1.091, H48 1.091, C55 1.524, H102 1.089
58 C -0.881 -5.590 1.124  C37 1.532, H65 1.097, C66 1.525, N75 1.465
59 C -9.008 -2.731 -4.967  H44 1.089, C95 1.524, H103 1.091, H114 1.092
60 H 3.574 4.900 -2.061  C20 1.097
61 H 2.479 0.268 8.366  C35 1.095
62 H 4.363 -2.987 6.497  C131 1.095
63 H 2.443 -0.160 6.064  C22 1.094
64 N 0.916 8.462 -6.315  C55 1.463, H104 1.015, H113 1.016
65 H -1.390 -4.852 0.493  C58 1.097
66 C 0.032 -4.834 2.083  H5 1.091, H6 1.089, H49 1.091, C58 1.525
67 H -3.051 3.381 -1.701  C76 1.099
68 H 0.763 2.748 -1.003  C134 1.095
69 H 2.303 -3.755 -0.987  C126 1.090
70 H 2.961 4.375 -5.613  C110 1.090
71 H -9.157 -0.325 -1.361  C88 1.090
72 H 5.326 3.720 -1.016  C121 1.097
73 C -1.038 -7.418 3.756  H18 1.095, O34 1.412, H81 1.089, H97 1.093
74 H 4.146 5.697 -5.549  C110 1.095
75 N -0.066 -6.426 0.239  H14 1.015, H56 1.016, C58 1.465
76 C -2.081 2.929 -1.950  C24 1.540, H28 1.094, H67 1.099, B122 1.566
77 H 3.071 -0.470 1.014  C137 1.094
78 C 5.181 -0.986 1.211  H53 1.095, H107 1.097, C137 1.534, C147 1.540
79 C -0.915 -2.121 -2.915  H90 1.097, O116 1.432, C118 1.528, H142 1.093
80 H -6.681 -3.179 -2.428  C138 1.093
81 H -1.187 -8.362 4.279  C73 1.089
82 H 2.590 -1.735 6.857  C22 1.099
83 H -1.029 4.144 -0.496  C24 1.095
84 H 6.795 0.229 1.929  C147 1.096
85 O -7.804 -1.531 -2.263  C88 1.412, C138 1.414
86 H 3.413 1.576 1.547  C132 1.094
87 H 4.750 4.415 0.501  C121 1.097
88 C -9.130 -1.052 -2.172  H4 1.095, H27 1.093, H71 1.090, O85 1.412
89 N 4.247 1.146 7.744  C35 1.463, H46 1.016, H143 1.015
90 H -0.052 -1.448 -2.843  C79 1.097
91 H 1.350 4.767 -3.185  C130 1.094
92 H -7.269 -3.901 -4.576  C95 1.095
93 C -5.385 -0.252 1.567  C9 1.537, C11 1.533, C32 1.545, H139 1.098
94 H 3.614 7.499 -4.412  C136 1.099
95 C -7.635 -2.899 -4.325  N16 1.463, C59 1.524, H92 1.095, C138 1.532
96 H -6.928 -1.014 -4.574  N16 1.016
97 H 0.032 -7.191 3.747  C73 1.093
98 H 0.571 -3.748 -0.634  C126 1.092
99 H -7.432 -1.025 1.690  C9 1.093
100 H 2.904 -0.935 3.352  C117 1.090
101 O -2.017 0.347 -1.801  B122 1.387, B127 1.390
102 H 3.182 9.406 -7.541  C57 1.089
103 H -9.322 -1.686 -4.957  C59 1.091
104 H 0.250 8.622 -5.567  N64 1.015
105 H -2.269 0.195 3.068  C12 1.099
106 C 4.121 -0.931 9.006  C35 1.524, H51 1.091, H111 1.092, H119 1.089
107 H 5.714 -1.944 1.189  C78 1.097
108 H 4.082 -2.258 3.270  C117 1.093
109 C 5.050 1.064 2.872  H31 1.092, H38 1.097, C132 1.531, C147 1.535
110 C 3.120 5.432 -5.826  H13 1.093, H70 1.090, H74 1.095, O144 1.413
111 H 3.635 -1.905 9.090  C106 1.092
112 O -1.900 1.580 0.222  B122 1.388, B123 1.386
113 H 0.740 7.514 -6.633  N64 1.016
114 H -9.765 -3.323 -4.449  C59 1.092
115 H 3.475 -2.114 0.640  C137 1.089
116 O -1.681 -2.023 -1.709  C79 1.432, B127 1.355
117 C 3.260 -1.766 2.743  H100 1.090, H108 1.093, C137 1.532, H146 1.095
118 C -0.447 -3.566 -3.077  C10 1.523, C79 1.528, H120 1.096, H133 1.094
119 H 4.083 -0.441 9.978  C106 1.089
120 H -1.046 -4.160 -2.377  C118 1.096
121 C 4.689 3.531 -0.144  C26 1.537, C52 1.528, H72 1.097, H87 1.097
122 B -1.983 1.578 -1.164  C76 1.566, O101 1.387, O112 1.388
123 B -2.203 0.413 0.905  C12 1.566, O29 1.386, O112 1.386
124 H 6.076 -0.782 3.160  C147 1.096
125 H -2.520 -5.739 2.546  C37 1.099
126 C 1.338 -3.364 -1.309  C10 1.527, H17 1.095, H69 1.090, H98 1.092
127 B -1.814 -0.827 -1.085  O29 1.383, O101 1.390, O116 1.355
128 H -6.429 -1.422 3.089  C9 1.094
129 H 3.042 2.263 -0.706  C26 1.097
130 C 1.469 4.446 -2.146  C20 1.537, H54 1.099, H91 1.094, C134 1.532
131 C 4.996 -2.176 6.121  O1 1.412, H8 1.090, H50 1.093, H62 1.095
132 C 4.378 1.991 1.855  H3 1.099, C52 1.530, H86 1.094, C109 1.531
133 H -0.662 -3.925 -4.088  C118 1.094
134 C 0.437 3.351 -1.858  C24 1.530, H25 1.100, H68 1.095, C130 1.532
135 H 1.958 7.723 -3.831  C136 1.093
136 C 2.557 7.478 -4.712  C55 1.532, H94 1.099, H135 1.093, O144 1.414
137 C 3.688 -1.311 1.345  H77 1.094, C78 1.534, H115 1.089, C117 1.532
138 C -7.650 -2.832 -2.795  H7 1.099, H80 1.093, O85 1.414, C95 1.532
139 H -5.351 0.841 1.479  C93 1.098
140 H 6.255 2.537 0.960  C52 1.097
141 H 1.641 -3.208 -3.443  C10 1.096
142 H -1.528 -1.788 -3.756  C79 1.093
143 H 3.744 1.799 7.152  N89 1.015
144 O 2.183 6.160 -5.061  C110 1.413, C136 1.414
145 H -2.718 -6.694 1.069  C37 1.093
146 H 2.436 -2.485 2.684  C117 1.095
147 C 5.833 -0.130 2.312  C78 1.540, H84 1.096, C109 1.535, H124 1.096

The highest occupied orbital energy comes out at -9.19 eV. The SMILES is CCCCCCCCCCCCCCB1OB(CCC(C)C)OB(OCCCC)O1.COC[C@@H](C)N.COC[C@@H](C)N.COC[C@@H](C)N.COC[C@@H](C)N. The spin multiplicity is 1. For the LUMO energy, the calculation gives 0.4 eV.

[2]
C23H34NO2 | the ωB97M-V functional and the def2-TZVPD basis

Each atom is followed by the atoms it is bonded to, with distances in Å.
CARTESIAN COORDINATES (ANGSTROEM)
1 H -1.812 -0.281 -0.470  C19 1.082
2 C -2.986 0.621 1.074  C19 1.388, C30 1.390, C38 1.502
3 H -0.982 3.825 1.629  C48 1.093
4 H -4.115 3.812 1.012  C50 1.080
5 H 2.422 -1.034 -3.324  C15 1.092
6 C 0.588 -3.768 -0.961  H11 1.091, C25 1.525, H32 1.091, C45 1.526
7 H 2.152 -3.459 -2.428  C45 1.092
8 H -1.729 3.663 3.233  C48 1.088
9 H 1.249 -1.301 -0.659  N52 1.040
10 C 3.562 -0.724 0.237  H23 1.091, C29 1.509, H58 1.092, C60 1.537
11 H 0.344 -4.704 -1.466  C6 1.091
12 H -0.514 -2.253 0.159  C25 1.088
13 H 1.402 -1.751 1.585  C36 1.081
14 H -3.977 -0.657 2.458  C38 1.091
15 C 2.059 -0.586 -2.397  H5 1.092, H17 1.089, C37 1.525, N52 1.486
16 H 1.157 3.119 1.217  C20 1.077
17 H 2.807 0.122 -2.042  C15 1.089
18 H 3.004 -2.799 -0.018  C60 1.090
19 C -2.305 0.623 -0.136  H1 1.082, C2 1.388, C33 1.384
20 C 1.191 2.044 1.281  H16 1.077, C54 1.390, C57 1.385
21 H -0.025 -0.496 -2.993  C37 1.091
22 C -2.915 2.911 -0.514  C33 1.384, C50 1.385, H59 1.080
23 H 4.183 -0.022 -0.321  C10 1.091
24 H 1.302 0.889 -4.597  C35 1.087
25 C -0.702 -3.127 -0.461  C6 1.525, H12 1.088, H28 1.086, H34 1.088
26 H 3.951 -2.149 -1.362  C60 1.091
27 O -0.648 -0.916 2.534  C46 1.353, C56 1.420
28 H -1.249 -3.841 0.148  C25 1.086
29 C 2.373 0.011 0.804  C10 1.509, C36 1.392, C57 1.383
30 C -3.634 1.782 1.476  C2 1.390, H47 1.080, C50 1.383
31 H 0.635 -2.610 -2.759  C45 1.091
32 H 1.228 -4.021 -0.115  C6 1.091
33 C -2.269 1.759 -0.925  C19 1.384, C22 1.384, H39 1.081
34 H -1.340 -2.843 -1.295  C25 1.088
35 C 0.967 1.290 -3.644  H24 1.087, C37 1.525, H49 1.086, H51 1.087
36 C 1.342 -0.683 1.432  H13 1.081, C29 1.392, C46 1.395
37 C 0.756 0.173 -2.628  C15 1.525, H21 1.091, C35 1.525, H42 1.093
38 C -3.013 -0.596 1.953  C2 1.502, H14 1.091, H43 1.092, C56 1.539
39 H -1.747 1.746 -1.872  C33 1.081
40 H -2.135 -1.347 3.777  C56 1.094
41 H 3.030 1.962 0.208  C57 1.079
42 H 0.424 0.604 -1.680  C37 1.093
43 H -2.879 -1.502 1.357  C38 1.092
44 O -0.833 1.996 2.602  C48 1.410, C54 1.358
45 C 1.333 -2.899 -1.971  C6 1.526, H7 1.092, H31 1.091, N52 1.486
46 C 0.233 -0.046 1.989  O27 1.353, C36 1.395, C54 1.414
47 H -4.173 1.791 2.412  C30 1.080
48 C -0.860 3.406 2.631  H3 1.093, H8 1.088, O44 1.410, H55 1.094
49 H 0.039 1.827 -3.812  C35 1.086
50 C -3.602 2.919 0.689  H4 1.080, C22 1.385, C30 1.383
51 H 1.710 1.999 -3.287  C35 1.087
52 N 1.904 -1.660 -1.382  H9 1.040, C15 1.486, C45 1.486, C60 1.483
53 H -1.910 0.404 3.541  C56 1.089
54 C 0.181 1.367 1.954  C20 1.390, O44 1.358, C46 1.414
55 H 0.040 3.811 3.102  C48 1.094
56 C -1.927 -0.564 3.042  O27 1.420, C38 1.539, H40 1.094, H53 1.089
57 C 2.263 1.386 0.702  C20 1.385, C29 1.383, H41 1.079
58 H 4.179 -1.103 1.055  C10 1.092
59 H -2.891 3.796 -1.132  C22 1.080
60 C 3.163 -1.920 -0.643  C10 1.537, H18 1.090, H26 1.091, N52 1.483

The highest occupied orbital energy comes out at -10.88 eV. The SMILES is CCC[NH+](CCC)CCc1ccc(OC)c(OCCc2ccccc2)c1. As for the total charge: +1. The spin multiplicity is 1. For the LUMO energy, the calculation gives -2.0 eV. The relative energy (zero: lowest compared OMol25 entry of this formula, charge and spin) is 0.0 kcal per mole.

[3]
C5H10N2 | the ωB97M-V functional and the def2-TZVPD basis

Each atom is followed by the atoms it is bonded to, with distances in Å.
CARTESIAN COORDINATES (ANGSTROEM)
1 H 2.498 -0.937 2.264  C12 1.077
2 H 1.605 0.816 -0.450  C10 1.091
3 C -1.737 0.297 -1.274  C5 1.528, H8 1.089, H11 1.086, H17 1.089
4 N -0.517 -0.402 0.811  C5 1.480, H7 1.032, C9 1.426, N16 1.408
5 C -0.538 0.512 -0.352  C3 1.528, N4 1.480, C10 1.525, N16 1.382
6 H 0.675 1.544 -1.770  C10 1.094
7 H -1.345 -1.014 0.880  N4 1.032
8 H -1.614 -0.595 -1.885  C3 1.089
9 C 0.652 -1.077 1.273  N4 1.426, C12 1.320, H13 1.082
10 C 0.766 0.661 -1.130  H2 1.091, C5 1.525, H6 1.094, H14 1.096
11 H -2.648 0.217 -0.689  C3 1.086
12 C 1.611 -0.437 1.915  H1 1.077, C9 1.320, H15 1.081
13 H 0.665 -2.138 1.060  C9 1.082
14 H 0.959 -0.216 -1.758  C10 1.096
15 H 1.503 0.622 2.104  C12 1.081
16 N -0.700 0.988 0.935  N4 1.408, C5 1.382
17 H -1.836 1.157 -1.934  C3 1.089

The highest occupied orbital energy comes out at -7.45 eV. The spin multiplicity is 1. For the LUMO energy, the calculation gives 0.9 eV. The relative energy (zero: lowest compared OMol25 entry of this formula, charge and spin) is 84.0 kcal per mole.

[4]
C4H8S | the ωB97M-V functional and the def2-TZVPD basis

Each atom is followed by the atoms it is bonded to, with distances in Å.
CARTESIAN COORDINATES (ANGSTROEM)
1 S 0.551 -1.131 -0.710  C8 1.892, C12 1.931
2 H -0.961 0.924 2.170  C13 1.124
3 H 1.417 1.165 -0.839  C12 1.075
4 H -1.249 2.163 -0.151  C11 1.062
5 H 1.818 0.371 0.887  C12 1.150
6 H 0.191 -0.523 2.132  C13 1.047
7 H -2.123 0.811 -0.761  C11 1.062
8 C -0.257 0.320 0.197  S1 1.892, C11 1.506, C12 1.402, C13 1.624
9 H -0.624 1.480 -1.515  C11 1.072
10 H -1.554 -0.577 1.594  C13 1.044
11 C -1.151 1.215 -0.620  H4 1.062, H7 1.062, C8 1.506, H9 1.072
12 C 1.108 0.574 0.005  S1 1.931, H3 1.075, H5 1.150, C8 1.402
13 C -0.656 -0.062 1.724  H2 1.124, H6 1.047, C8 1.624, H10 1.044

The highest occupied orbital energy comes out at -8.60 eV. The SMILES is CC1(C)CS1. The spin multiplicity is 1. For the LUMO energy, the calculation gives 0.9 eV. The relative energy (zero: lowest compared OMol25 entry of this formula, charge and spin) is 14.2 kcal per mole.